Below is one molecule with the formula C6H13N3O2, with properties calculated with the ωB97M-V functional and the def2-TZVPD basis.

XYZ file:
```
24
Properties=species:S:1:pos:R:3
C -2.84 -0.52 -0.87
C -1.58 -0.57 1.50
C -0.53 -0.23 -0.57
C 0.72 0.51 -0.29
C 1.95 -0.11 0.29
C 2.41 0.70 1.48
H -2.65 -1.55 -1.23
H -3.81 -0.41 -0.24
H -2.79 0.03 -1.86
H -0.84 -1.56 1.52
H -1.16 0.28 2.37
H -2.77 -0.85 1.94
H -0.24 -1.38 -0.67
H -0.80 -0.20 -1.68
H 0.44 3.37 -1.38
H 3.03 -0.01 2.08
H 1.44 1.07 1.98
H 3.04 1.67 0.97
H 2.99 -2.08 -1.97
N -1.82 0.00 0.16
N 0.91 1.73 -0.53
N 2.79 -0.93 -0.28
O -0.04 2.54 -1.12
O 2.16 -1.49 -1.58
```

Results
F_max (eV/A): 4.44
SMILES: CC(=N/O)/C(CN(C)C)=N/O
Frontier orbital gap (eV): 9.55
Energy relative to the best compared isomer or geometry (same formula, charge and spin) (eV): 7.8640



Below is a 2-piece molecular cluster, C6H13N3P overall, with properties calculated with the ωB97M-V functional and the def2-TZVPD basis.

XYZ file:
```
23
Properties=species:S:1:pos:R:3
C -0.68 -0.44 0.11
C -0.01 -1.79 0.10
C -2.05 -0.34 0.13
C 0.49 0.59 0.24
C -2.90 0.83 0.29
C 0.20 1.97 -0.39
N -0.53 -2.85 0.33
N 1.36 -1.46 -0.22
N 1.60 -0.13 -0.38
P 3.15 0.46 0.21
H -2.50 -1.32 0.04
H 0.83 0.48 1.35
H -3.22 1.22 -0.70
H -2.57 1.60 0.99
H -3.91 0.71 0.71
H -0.77 2.42 0.01
H 0.28 1.97 -1.57
H 0.83 2.82 -0.05
H -0.19 -3.87 0.25
H 1.92 -2.12 -0.71
H 1.76 0.30 -1.81
H 3.91 -0.75 -0.34
H 2.99 -0.29 1.40
```

Results
F_max (eV/A): 5.75
Net charge: +1
Frontier orbital gap (eV): 8.30
Energy relative to the best compared isomer or geometry (same formula, charge and spin) (eV): 2.8467



Below is C6H13N4 as an isolated structure, with properties calculated with the ωB97M-V functional and the def2-TZVPD basis.

XYZ file:
```
23
Properties=species:S:1:pos:R:3
C 0.15 -1.93 -1.39
C 1.36 -1.18 -1.59
C -0.92 -1.50 -0.73
C 1.59 -0.01 -1.01
C -1.04 -0.10 -0.22
C 0.74 0.52 0.04
N -1.44 -0.13 1.34
N -1.96 0.66 -0.86
N 0.71 1.94 0.10
N 1.06 -0.02 1.37
H -0.04 -2.91 -1.72
H 2.00 -1.70 -2.37
H -1.68 -2.14 -0.62
H 2.50 0.39 -1.21
H -1.76 -1.08 1.48
H -2.10 0.56 1.65
H -2.38 1.50 -0.45
H -1.99 0.35 -1.80
H 1.45 2.54 0.01
H -0.12 2.43 0.20
H 1.28 0.73 2.02
H 1.89 -0.59 1.48
H -0.39 0.02 1.87
```

Results
F_max (eV/A): 4.59
Net charge: +1
Frontier orbital gap (eV): 9.32
Energy relative to the best compared isomer or geometry (same formula, charge and spin) (eV): 2.6292



Below is an isolated ion of composition C6H13N4 and charge +1, with properties calculated with the ωB97M-V functional and the def2-TZVPD basis.

XYZ file:
```
23
Properties=species:S:1:pos:R:3
C -0.22 2.03 -0.85
C -0.91 -1.25 0.16
C -1.34 1.22 -0.16
C -0.82 0.12 0.61
C -0.33 0.51 1.98
C 2.79 0.01 -1.10
N 0.82 1.44 -1.13
N 1.45 0.41 -1.31
N -0.23 -2.22 0.75
N -1.67 -1.54 -0.91
H -0.48 3.12 -0.92
H -2.03 2.05 0.31
H -1.86 0.82 -1.06
H -0.34 -0.20 2.79
H -0.97 1.32 2.29
H 0.64 0.93 1.87
H 2.86 -1.07 -1.16
H 3.59 0.44 -1.80
H 2.98 0.40 -0.14
H 0.06 -1.97 1.70
H -0.09 -3.13 0.36
H -2.35 -0.91 -1.06
H -1.55 -2.52 -1.20
```

Results
F_max (eV/A): 5.52
Net charge: +1
Spin multiplicity: 3
<S²>: 2.009
Frontier orbital gap (spin up / spin down) (eV): 7.83 / 6.03
Energy relative to the best compared isomer or geometry (same formula, charge and spin) (eV): 1.4515



Below is an isolated ion of composition C6H13N4O and charge +1, with properties calculated with the ωB97M-V functional and the def2-TZVPD basis.

XYZ file:
```
24
Properties=species:S:1:pos:R:3
C -3.94 -0.65 1.12
C -2.60 -1.23 0.32
C -1.59 0.01 -0.19
C -0.22 -0.54 -0.92
N -0.31 -1.21 -2.30
N 1.01 -1.54 -2.59
N 1.85 -1.15 -1.52
N 1.24 -0.50 -0.45
O 1.71 -0.02 0.71
C 2.98 0.72 0.54
C 2.79 2.36 0.38
H -4.49 0.21 0.55
H -3.67 -0.22 2.20
H -4.73 -1.53 1.22
H -2.95 -1.85 -0.64
H -2.05 -1.99 1.01
H -1.38 0.68 0.75
H -2.21 0.57 -1.04
H 2.87 -1.35 -1.56
H 3.68 0.31 -0.30
H 3.58 0.58 1.56
H 1.97 2.80 1.12
H 2.63 2.70 -0.73
H 3.82 2.85 0.74
```

Results
F_max (eV/A): 8.53
Net charge: +1
SMILES: CCCc1nn[nH][n+]1OCC
Frontier orbital gap (eV): 9.58
Energy relative to the best compared isomer or geometry (same formula, charge and spin) (eV): 9.4058



Below is one molecule with the formula C6H13N4O3P, with properties calculated with the ωB97M-V functional and the def2-TZVPD basis.

XYZ file:
```
27
Properties=species:S:1:pos:R:3
C -3.98 0.41 -0.16
C -2.37 -1.16 0.69
C -0.88 2.87 -1.67
C 2.22 -1.42 0.65
C 0.13 1.72 -1.59
C 1.80 -2.29 -0.61
N -4.84 1.17 -0.14
N -0.87 -1.58 0.38
N -2.97 -1.54 1.84
N -2.99 -0.47 -0.27
O -1.33 -0.83 -2.18
O -0.20 0.66 -0.55
O 1.00 -1.38 -1.38
P -0.37 -0.84 -0.94
H -1.91 2.54 -2.08
H -1.08 3.30 -0.74
H -0.56 3.50 -2.51
H 1.43 -1.51 1.34
H 3.11 -1.67 1.01
H 2.13 -0.40 0.35
H 1.08 1.98 -1.38
H 0.08 1.27 -2.55
H 1.33 -3.24 -0.42
H 2.74 -2.48 -1.15
H -2.39 -1.79 2.55
H -3.99 -1.28 2.04
H -2.17 -0.48 -1.69
```

Results
F_max (eV/A): 5.44
SMILES: CCOP(O)(=N/C(N)=N/C#N)OCC
Frontier orbital gap (eV): 9.95
Energy relative to the best compared isomer or geometry (same formula, charge and spin) (eV): 1.1984



Below is a 2-piece molecular cluster, C6H13NO overall, with properties calculated with the ωB97M-V functional and the def2-TZVPD basis.

XYZ file:
```
21
Properties=species:S:1:pos:R:3
C 1.86 -0.07 0.58
C 0.37 0.12 0.47
C -0.56 -0.85 0.50
N -0.26 -2.21 0.91
C -0.17 1.42 -0.01
C -1.56 1.65 0.62
C -2.62 2.19 0.08
H 2.33 -0.72 1.37
H 2.18 -0.46 -0.38
H 2.38 0.85 0.83
H -1.63 -0.55 0.17
H 0.66 -2.44 1.20
H -0.58 -2.85 0.24
H -0.17 1.28 -1.11
H 0.32 2.34 0.23
H -1.59 1.74 1.68
H -3.59 2.25 0.51
H -2.71 2.58 -0.85
H 1.28 -1.40 -1.85
H 1.93 -2.07 -3.18
O 2.15 -1.48 -2.33
```

Results
F_max (eV/A): 3.15
Net charge: -1
Spin multiplicity: 2
<S²>: 0.751
Frontier orbital gap (spin up / spin down) (eV): 2.75 / 8.04
Energy relative to the best compared isomer or geometry (same formula, charge and spin) (eV): 2.6870



Below is a 2-piece molecular cluster, C6H13NO overall, with properties calculated with the ωB97M-V functional and the def2-TZVPD basis.

XYZ file:
```
21
Properties=species:S:1:pos:R:3
O 0.60 -2.48 2.42
C 0.69 -1.88 1.38
C 1.69 -2.21 0.30
C 0.96 -2.53 -1.03
H -0.01 -1.05 1.16
H 2.26 -3.09 0.61
H 2.29 -1.32 0.13
H 0.21 -3.30 -0.87
H 1.70 -2.96 -1.71
H 0.55 -1.64 -1.49
C 0.42 2.11 -0.78
C -0.64 2.22 0.33
C -2.90 1.71 0.26
N -1.72 1.28 0.08
H 1.28 2.72 -0.55
H 0.66 1.05 -0.90
H -0.05 2.40 -1.72
H -0.96 3.26 0.43
H -0.16 1.94 1.27
H -3.12 2.74 0.56
H -3.73 1.02 0.12
```

Results
F_max (eV/A): 1.08
SMILES: C=NCC.CCC=O
Frontier orbital gap (eV): 10.53
Energy relative to the best compared isomer or geometry (same formula, charge and spin) (eV): 2.0459



Look up the F_max of the seventh one.
3.15 eV/A



Which of these has the highest F_max?
C6H13N4O



The highest energy relative to the best compared isomer or geometry (same formula, charge and spin) belongs to which entry?
C6H13N4O